Entry 1:
36
Properties=species:S:1:pos:R:3:forces:R:3 method="wB97M-V/def2-TZVPD" e_above_lowest_ev=2.5788 total_charge=0 e_tot_ev=-25293.8047 multiplicity=1 homo_energy_ha=-0.2915 lumo_ev=0.64 smiles=Cc1cc(C)nc(Nc2ncc(O)n2-c2ccccc2)n1
O -4.007 1.515 -1.153 2.53 -0.34 0.10
N 0.731 1.518 0.278 3.38 -3.59 -0.62
N -1.481 1.168 -0.904 -1.60 0.34 -0.57
N 2.399 0.623 1.633 -1.39 1.72 -2.19
N -1.104 2.481 0.879 -3.27 -0.28 1.16
N 0.450 -0.659 1.305 -0.98 -0.14 -1.73
C 0.815 -1.602 2.197 -0.21 2.04 1.58
C -1.837 -0.066 -4.601 1.76 -0.28 2.10
C 1.830 -1.167 3.044 -0.53 -1.94 -0.53
C -0.594 1.637 0.065 -1.33 1.15 -0.19
C -0.058 -2.824 2.584 1.36 0.59 -0.45
C -1.288 0.426 -2.115 1.84 -1.25 -2.79
C -2.082 0.552 -3.310 0.09 1.32 -0.65
C 1.188 0.428 1.074 0.19 -0.63 0.45
C 0.215 -1.027 -3.575 -2.92 1.74 2.13
C 2.628 -0.146 2.628 3.02 -0.10 2.46
C 3.954 0.126 3.379 -1.57 -0.45 2.26
C -0.694 -0.938 -4.633 -0.66 0.56 -0.04
C -2.484 2.460 0.670 0.04 -0.15 -3.01
C -2.737 1.779 -0.543 -0.53 -0.26 1.69
C -0.110 -0.327 -2.325 0.32 -0.57 0.76
H 2.143 -1.710 3.896 0.10 -0.64 0.73
H -0.834 -2.925 1.794 0.54 -0.36 0.68
H 0.700 -3.737 2.650 -2.10 1.73 0.15
H -2.323 0.137 -5.595 -0.01 -0.01 1.67
H -2.695 1.451 -3.222 -0.55 -0.40 -0.70
H -3.162 3.018 1.294 -0.06 -0.02 -0.21
H 3.767 0.820 4.286 0.20 -0.94 -1.51
H 4.399 -0.806 3.822 -0.37 0.80 -0.63
H -0.545 -2.487 3.567 0.74 -1.10 -1.31
H 4.609 0.606 2.708 0.93 0.52 -0.65
H 1.112 2.329 0.719 0.10 0.72 -0.16
H -0.513 -1.541 -5.528 0.03 0.36 0.21
H -3.890 0.945 -1.959 -0.02 0.69 1.24
H 1.007 -1.724 -3.635 0.94 -0.28 0.11
H 0.491 -0.337 -1.374 0.03 -0.58 -1.54

***

Entry 2:
37
Properties=species:S:1:pos:R:3:forces:R:3 method="wB97M-V/def2-TZVPD" e_above_lowest_ev=1.6483 total_charge=0 e_tot_ev=-36131.2884 multiplicity=1 homo_energy_ha=-0.3125 lumo_ev=0.38 smiles="Cc1cccc(NC(=O)Cn2nnc(-c3cccs3)n2)c1C"
S 4.069 -2.832 3.207 0.47 0.34 -0.11
O 0.932 -0.112 -0.709 0.09 -0.05 -0.08
N 2.873 1.512 1.416 -0.52 0.89 -0.40
N 2.306 -0.471 2.149 0.30 -0.58 0.20
N 1.894 0.681 1.673 0.49 -0.15 0.32
N -1.167 0.698 -0.268 -0.57 0.21 0.10
N 3.967 0.919 1.722 0.64 -0.22 0.11
C -3.415 -0.183 -3.664 0.01 -0.02 -0.04
C -5.427 0.969 -2.755 0.04 0.00 0.03
C 4.573 -1.282 2.621 0.45 -0.78 0.34
C 5.935 -1.148 2.654 -0.53 0.15 -0.09
C -2.102 -0.606 -3.591 -0.11 0.07 0.06
C 0.524 0.971 1.407 -0.27 -0.05 -0.42
C -3.826 1.609 -0.339 0.06 -0.11 -0.17
C 5.702 -3.279 3.491 -0.29 0.06 -0.04
C -3.995 0.534 -2.624 0.12 -0.08 -0.06
C -1.908 0.393 -1.425 -0.11 -0.13 -0.36
C -3.240 0.831 -1.488 0.09 -0.01 0.02
C 6.578 -2.295 3.153 0.04 -0.31 0.13
C 3.627 -0.311 2.173 -1.07 0.58 -0.27
C -1.343 -0.322 -2.473 0.20 -0.08 -0.02
C 0.135 0.442 0.003 0.20 0.20 0.55
H -1.692 1.183 0.445 0.19 -0.06 -0.01
H 6.433 -0.254 2.327 0.08 0.17 -0.07
H -4.850 1.899 -0.546 -0.05 0.05 0.06
H -0.320 -0.648 -2.407 0.03 -0.01 0.01
H 0.398 2.056 1.442 -0.02 -0.14 0.05
H -0.088 0.481 2.168 0.09 0.14 -0.05
H -6.038 0.548 -1.958 -0.11 0.03 0.03
H -1.665 -1.161 -4.407 0.05 -0.05 -0.07
H -3.833 1.010 0.573 -0.03 0.03 0.13
H -4.003 -0.410 -4.541 -0.08 -0.01 -0.08
H -5.510 2.055 -2.717 -0.10 0.07 0.02
H -3.257 2.522 -0.158 0.00 0.09 0.09
H 5.918 -4.250 3.893 0.09 -0.19 0.08
H 7.645 -2.385 3.257 0.17 -0.05 0.03
H -5.833 0.633 -3.705 -0.05 0.00 -0.03

***

Entry 3:
31
Properties=species:S:1:pos:R:3:forces:R:3 method="wB97M-V/def2-TZVPD" total_charge=0 e_tot_ev=-25084.1536 multiplicity=1 homo_energy_ha=-0.2466 lumo_ev=0.80 smiles="C=CCP(c1ccccc1)c1ccccc1"
P -0.415 -0.116 0.561 0.81 -0.53 -0.51
C 1.280 -1.132 -1.410 1.58 -0.50 -0.29
C 1.186 -1.212 2.595 1.31 -0.78 -1.53
C -0.810 -0.126 3.353 -0.60 -0.17 0.70
C 0.729 -1.181 4.914 -1.82 0.83 -0.09
C 1.732 -2.051 -2.382 -0.29 0.12 0.54
C 0.010 -0.536 2.309 -0.21 0.28 -1.06
C -0.988 2.531 1.108 -0.22 3.11 -2.28
C -1.381 1.409 0.185 -0.82 -0.54 1.10
C -1.005 3.826 0.617 0.33 -2.33 2.43
C -0.423 -3.163 -2.330 -0.41 1.69 0.69
C -0.530 -0.502 4.672 2.06 -0.35 -0.36
C 0.018 -1.239 -0.870 -0.89 0.34 1.00
C 1.594 -1.520 3.875 -1.37 0.40 1.25
C -0.852 -2.205 -1.380 1.08 -0.93 -0.51
C 0.873 -3.077 -2.796 0.88 0.15 -0.76
H -1.244 1.690 -0.855 0.24 -0.13 -0.05
H 1.235 -3.781 -3.553 -0.17 0.20 0.34
H 1.005 -1.441 5.924 -0.06 0.01 0.20
H 1.824 -1.539 1.753 -0.35 0.34 0.46
H 2.505 -2.015 4.182 0.14 -0.05 -0.64
H -2.457 1.212 0.324 0.21 0.05 -0.12
H -1.818 -2.289 -0.972 -1.13 -0.01 0.38
H -1.699 0.450 3.103 -0.01 -0.24 0.27
H -1.204 -0.225 5.492 0.40 -0.18 -0.38
H -1.345 4.016 -0.396 0.24 0.21 0.11
H 1.955 -0.404 -0.949 -0.15 -0.17 -0.52
H 2.758 -2.002 -2.771 -0.57 0.04 0.21
H -0.720 4.638 1.325 -0.36 -0.49 -0.96
H -0.730 2.328 2.131 0.16 -0.05 0.23
H -1.137 -3.846 -2.760 0.01 -0.33 0.15

***

Entry 4:
49
Properties=species:S:1:pos:R:3:forces:R:3 method="wB97M-V/def2-TZVPD" e_above_lowest_ev=1.6546 total_charge=-2 e_tot_ev=-564043.3127 multiplicity=1 homo_energy_ha=-0.0695 lumo_ev=3.32
Pb -2.672 0.064 2.855 0.04 -0.43 0.39
Te -1.206 -1.504 -1.610 -0.08 -0.04 -0.12
Sb -4.203 2.720 4.131 0.14 0.12 -0.24
Br 1.187 -3.572 3.861 0.00 -0.02 0.00
Br -0.460 -1.294 5.454 0.00 -0.01 0.06
Se -2.031 3.765 3.520 -0.26 -0.12 -0.01
Se 0.610 0.628 0.324 0.22 -0.36 -0.07
Se -3.635 0.655 5.458 -0.05 0.05 0.04
Se -4.970 1.374 2.097 0.15 0.24 0.05
Se -5.862 4.239 5.004 0.00 -0.10 0.03
S -0.657 2.293 1.192 -0.22 0.10 -0.30
S -1.739 3.036 -0.353 -0.03 0.26 0.18
S -3.286 -1.913 -4.206 0.03 -0.06 0.03
S -2.901 -0.230 -0.463 0.12 0.20 0.05
S -2.912 1.577 -1.368 -0.13 -0.08 -0.05
F -2.758 -2.836 1.575 0.03 -0.05 -0.05
F -3.320 -3.069 3.664 0.03 0.00 -0.06
F -4.804 -2.485 2.203 -0.03 -0.03 -0.03
C 5.957 2.136 -2.504 0.01 -0.01 0.00
C 0.958 2.443 -2.315 0.05 0.06 -0.06
C 2.238 1.934 -1.725 -0.01 -0.01 -0.02
C -4.243 -3.306 -4.470 0.01 0.03 0.00
C 3.450 0.686 -0.026 -0.01 0.03 -0.06
C -3.108 -3.808 -2.518 -0.04 0.02 0.04
C -3.517 -2.239 2.583 -0.09 0.13 0.12
C -4.048 -4.236 -3.494 0.00 0.00 0.01
C 4.660 1.781 -1.827 0.02 -0.01 0.03
C 3.507 -0.162 1.217 -0.01 -0.01 0.03
C 1.069 -1.712 4.387 0.01 0.05 -0.12
C 4.638 1.005 -0.677 0.02 -0.01 -0.03
C 2.244 1.165 -0.556 0.02 0.08 0.26
C 3.450 2.231 -2.337 -0.05 -0.02 -0.01
C -2.606 -2.562 -2.767 0.03 -0.02 -0.04
H 4.537 -0.450 1.430 0.01 0.02 0.01
H 2.915 -1.073 1.115 -0.01 0.02 -0.01
H 1.966 -1.489 4.949 0.00 0.04 0.00
H 1.003 -1.128 3.475 0.01 -0.02 0.01
H 3.440 2.827 -3.244 0.01 0.01 -0.01
H 6.796 1.615 -2.042 0.00 0.00 0.00
H 0.548 3.256 -1.714 0.03 -0.05 -0.04
H 3.107 0.380 2.076 -0.01 -0.01 -0.01
H -4.912 -3.368 -5.314 0.00 0.01 -0.02
H 5.573 0.633 -0.270 0.01 0.01 0.00
H 1.117 2.812 -3.329 0.02 0.00 -0.01
H 6.151 3.208 -2.440 0.00 0.00 0.00
H 0.195 1.663 -2.338 -0.01 0.01 0.01
H -4.565 -5.185 -3.463 0.00 0.00 0.01
H -2.836 -4.376 -1.639 0.01 -0.01 0.00
H 5.936 1.870 -3.563 0.00 0.00 -0.01